Molecular formula: C16H27Cl5N5P2Pt
Method: DFT, wB97M-V/def2-TZVPD

Properties
Highest occupied orbital energy (spin up / spin down) in Eh: -0.5329 / -0.6544
Gap between HOMO and LUMO (spin up / spin down) in Ha: 0.20241 / 0.17808
Largest force on an atom in eV/A: 3.91
E_tot in hartree: -4001.56292

```
! wB97M-V def2-TZVPD RIJCOSX def2/J DEFGRID3
* xyz 3 5
Pt 0.08425 -0.01962 -0.50567
Cl 1.09063 3.01625 1.23960
C 0.36237 3.21473 -0.35336
C -0.11339 2.10242 -1.03313
C -0.81692 2.27916 -2.23846
Cl -1.19648 0.89227 -3.23329
C -1.08509 3.57160 -2.72981
Cl -1.96746 3.77908 -4.17250
C -0.54312 4.68657 -2.07301
Cl -0.55558 6.21168 -2.82465
C 0.14517 4.50553 -0.87509
Cl 0.84964 5.82107 -0.00594
C -0.01304 0.02503 4.46593
N -1.20432 -0.45415 3.74808
C -2.44344 -0.63178 4.55058
C -1.24213 -0.43511 2.37859
N -0.25979 0.01038 1.63241
N -2.35602 -1.03142 1.74390
C -2.82265 -0.59040 0.51484
N -4.12522 -0.85564 0.21344
N -2.03211 0.03821 -0.31141
H -0.17866 -0.16195 5.53913
H 0.12976 1.09587 4.26385
H 0.84477 -0.54607 4.12625
H -2.28234 -0.21069 5.54610
H -2.74479 -1.67836 4.62099
H -3.26645 -0.03783 4.16382
H 0.35306 0.68227 2.09204
H -3.05867 -1.50731 2.32814
H -4.75657 -1.03330 1.00664
H -4.48326 -0.39200 -0.59730
H -2.50505 0.20651 -1.19725
C 3.11330 1.60255 -1.84261
P 2.37399 0.20031 -0.89920
C 3.40161 0.15190 0.61736
C 2.95324 -1.27436 -1.85441
C 2.06006 -2.48492 -1.60831
P 0.26799 -2.10271 -1.37512
C -0.27583 -3.60486 -0.51162
C -0.47452 -2.61450 -2.92747
H 3.76892 1.20209 -2.63175
H 3.73139 2.21684 -1.17172
H 2.31478 2.24976 -2.28651
H 4.45459 0.32160 0.43184
H 3.27586 -0.77413 1.15148
H 3.05924 0.98518 1.23980
H 3.99752 -1.45717 -1.64031
H 2.87438 -0.97156 -2.91298
H 2.32312 -3.00260 -0.71773
H 2.11193 -3.19201 -2.44572
H 0.32562 -4.48632 -0.81323
H -1.33860 -3.87626 -0.69245
H -0.18500 -3.43889 0.54413
H -0.22251 -3.67913 -3.13308
H -0.14190 -1.95904 -3.75371
H -1.57627 -2.56478 -2.79013
*
```